The following is a quantum chemistry calculation of a cluster of 8 separate species, C32H35Cl2N7O2 in total at a distorted geometry, from the Open Molecules 2025 dataset.

Atoms and positions in Å:
N 3.09 1.73 2.96
C 4.09 1.72 3.85
C 5.43 1.72 3.51
C 5.78 1.62 2.17
C 4.78 1.54 1.21
C 3.46 1.66 1.68
H 3.76 1.82 4.88
H 6.17 1.80 4.30
H 6.82 1.64 1.88
H 4.99 1.48 0.16
H 2.64 1.70 0.97
N -6.05 -1.53 1.40
C -6.59 -1.64 0.20
C -5.81 -1.54 -0.96
C -4.44 -1.37 -0.87
C -3.90 -1.27 0.41
C -4.73 -1.29 1.52
H -7.64 -1.88 0.15
H -6.24 -1.82 -1.91
H -3.87 -1.20 -1.77
H -2.85 -1.11 0.59
H -4.37 -1.02 2.50
N -2.20 -2.21 3.73
C -1.36 -1.24 4.06
C -0.17 -1.01 3.39
C 0.25 -1.94 2.45
C -0.56 -3.04 2.21
C -1.82 -3.11 2.80
H -1.66 -0.63 4.91
H 0.52 -0.17 3.48
H 1.26 -1.91 2.05
H -0.33 -3.86 1.54
H -2.56 -3.87 2.61
N -5.51 1.83 1.80
C -6.42 1.43 2.67
C -6.12 1.03 3.97
C -4.81 1.16 4.43
C -3.87 1.64 3.52
C -4.26 1.98 2.25
H -7.46 1.33 2.38
H -6.91 0.62 4.58
H -4.64 0.90 5.46
H -2.83 1.75 3.79
H -3.53 2.34 1.53
N 4.92 0.45 -2.46
C 6.05 -0.21 -2.77
C 6.31 -1.50 -2.33
C 5.40 -2.10 -1.47
C 4.30 -1.38 -1.05
C 4.06 -0.14 -1.64
H 6.66 0.27 -3.52
H 7.13 -2.14 -2.63
H 5.50 -3.13 -1.13
H 3.51 -1.90 -0.52
H 3.08 0.30 -1.55
N -1.25 -0.31 -6.19
C -0.23 -0.27 -7.05
C 1.10 -0.28 -6.64
C 1.34 -0.13 -5.27
C 0.30 -0.07 -4.36
C -0.98 -0.17 -4.91
H -0.43 -0.43 -8.10
H 1.97 -0.35 -7.27
H 2.34 -0.16 -4.87
H 0.40 0.12 -3.30
H -1.79 -0.27 -4.19
C -0.41 0.71 0.43
N -0.26 -0.46 -0.51
O 0.85 -0.95 -0.60
O -1.20 -0.68 -1.24
H 0.18 0.58 1.33
H -1.42 0.72 0.81
H -0.13 1.62 -0.10
C 2.76 3.25 -3.13
Cl 2.01 4.72 -3.79
Cl 1.80 2.48 -1.82
H 2.92 2.53 -3.92
H 3.68 3.52 -2.62

Its energy is -73317.5999 eV. For the LUMO energy, the calculation gives -0.11 eV. As for the SMILES: C[N+](=O)[O-].c1ccncc1.c1ccncc1.c1ccncc1.c1ccncc1.c1ccncc1.c1ccncc1.ClCCl. The value obtained for the largest force on an atom is 0.0350 Eh/bohr. The HOMO energy is -0.3298 hartree.

Atom charges from the Löwdin analysis, given in e for atoms 1 to 5: 0.052, -0.157, -0.075, -0.070, -0.056

=====

The following is a quantum chemistry calculation of a structure of composition C32H35FLiNOS at a distorted geometry, from the Open Molecules 2025 dataset.

Atoms and positions in Å:
Li -0.28 0.50 -0.44
C 0.32 2.09 3.21
C 1.20 3.27 2.76
C 2.65 2.83 2.58
C 0.66 3.92 1.51
C 0.28 5.25 1.58
C -0.23 5.92 0.48
C -0.42 5.23 -0.69
C -0.07 3.89 -0.80
C -0.43 3.12 -2.05
C 0.31 3.65 -3.28
C -1.94 3.12 -2.23
C 0.50 3.22 0.30
N 0.82 1.87 0.19
C 1.90 1.50 -0.51
C 2.92 2.37 -0.99
C 4.01 1.88 -1.67
C 4.18 0.52 -1.90
C 3.21 -0.36 -1.45
C 2.13 0.14 -0.78
F 1.10 -0.75 -0.39
H 0.65 1.73 4.18
H 0.39 1.28 2.49
H -0.72 2.41 3.28
H 1.18 4.02 3.56
H 2.72 2.01 1.87
H 3.07 2.50 3.53
H 3.25 3.65 2.21
H 0.40 5.78 2.52
H -0.49 6.97 0.56
H -0.84 5.73 -1.55
H -0.11 2.08 -1.91
H 0.00 4.67 -3.51
H 0.10 3.01 -4.13
H 1.38 3.64 -3.10
H -2.32 4.10 -2.51
H -2.41 2.83 -1.29
H -2.23 2.40 -2.99
H 2.81 3.42 -0.81
H 4.75 2.57 -2.04
H 5.05 0.15 -2.42
H 3.30 -1.43 -1.61
O -1.56 -0.05 -1.47
S -1.81 -1.47 -1.77
C -2.46 -1.52 -3.51
C -1.87 -0.44 -4.36
C -2.68 0.57 -4.86
C -2.16 1.52 -5.73
C -0.82 1.47 -6.09
C 0.00 0.50 -5.54
C -0.52 -0.45 -4.69
C -3.42 -1.86 -0.92
C -4.50 -0.89 -1.25
C -5.63 -1.29 -1.98
C -6.63 -0.38 -2.27
C -6.51 0.94 -1.87
C -5.39 1.35 -1.17
C -4.40 0.43 -0.84
H -3.54 -1.45 -3.48
H -2.17 -2.51 -3.88
H -3.72 0.62 -4.58
H -2.80 2.29 -6.13
H -0.43 2.20 -6.79
H 1.05 0.48 -5.81
H 0.12 -1.22 -4.29
H -3.16 -1.81 0.14
H -3.67 -2.88 -1.20
H -5.74 -2.32 -2.28
H -7.51 -0.70 -2.81
H -7.29 1.65 -2.10
H -5.28 2.37 -0.85
H -3.54 0.75 -0.27

Its energy is -51048.6646 eV. For the LUMO energy, the calculation gives 0.07 eV. The value obtained for the largest force on an atom is 0.0421 Eh/bohr. The HOMO energy is -0.2372 hartree.

Atom charges from the Löwdin analysis, given in e for atoms 1 to 5: 0.584, -0.069, -0.370, -0.054, -0.147